The following is a DFT calculation (ωB97M-V with the def2-TZVPD basis set) of a cluster of 4 separate species, C8H24O4 in total at a distorted geometry.

Last column: Mulliken charge in e.
Positions of all 36 atoms, in Å:
C -18.622 -20.919 -19.356  -0.6607
C -19.456 -21.357 -20.646  -0.4268
O -18.703 -21.016 -21.790  -0.5080
H -19.267 -20.778 -18.488  0.3373
H -18.067 -19.993 -19.507  0.0849
H -17.955 -21.719 -19.034  0.2502
H -20.445 -20.905 -20.733  0.3236
H -19.633 -22.411 -20.858  0.2300
H -18.790 -20.108 -22.087  0.1615
C -14.698 -20.280 -18.586  -1.2745
C -16.175 -20.897 -18.437  0.0262
O -16.976 -19.999 -17.856  -0.5367
H -14.233 -19.747 -17.756  0.3598
H -14.727 -19.427 -19.264  0.2770
H -14.025 -21.009 -19.038  0.3590
H -16.162 -21.799 -17.825  0.3591
H -16.485 -21.150 -19.451  0.0360
H -16.900 -19.228 -18.422  0.3777
C -17.291 -18.085 -23.475  -1.3812
C -17.802 -19.005 -22.392  0.6485
O -19.033 -18.425 -21.846  -0.5979
H -17.231 -17.052 -23.132  0.3564
H -17.962 -18.009 -24.330  0.2982
H -16.309 -18.455 -23.767  0.3538
H -17.216 -18.980 -21.473  0.0388
H -18.013 -20.045 -22.640  0.1805
H -19.679 -18.641 -22.523  0.3094
C -17.843 -23.727 -22.460  -1.0253
C -16.539 -23.840 -21.656  0.2409
O -15.556 -23.382 -22.511  -0.5415
H -18.705 -23.805 -21.798  0.1783
H -17.866 -24.332 -23.366  0.4633
H -17.997 -22.756 -22.932  0.2481
H -16.258 -24.825 -21.282  0.3016
H -16.644 -23.253 -20.744  -0.1717
H -15.635 -23.797 -23.373  0.3242

* SMILES: CCO.CCO.CCO.CCO
* 2S+1: 1
* energy above the lowest of the compared OMol25 structures with the same formula, charge and spin: 548.4 kJ/mol

The following is a DFT calculation (ωB97M-V with the def2-TZVPD basis set) of a cluster of 4 separate species, C8H24O4S4 in total.

Last column: Mulliken charge in e.
Positions of all 40 atoms, in Å:
C 15.765 -0.905 -8.759  -0.8282
S 16.885 -0.239 -10.022  0.5641
O 17.245 -1.384 -10.901  -0.6460
C 15.611 0.659 -10.900  -0.5178
H 16.321 -1.045 -7.836  0.3351
H 15.462 -1.885 -9.131  0.1748
H 14.879 -0.283 -8.675  0.3531
H 14.890 -0.032 -11.338  0.3893
H 16.098 1.130 -11.752  0.0694
H 15.148 1.402 -10.254  0.1192
C 18.108 2.421 -13.262  -0.8186
S 19.707 3.247 -13.308  0.5184
O 19.970 3.572 -14.716  -0.6193
C 19.121 4.756 -12.537  -0.8451
H 18.133 1.430 -13.707  0.4067
H 17.441 3.056 -13.849  0.3706
H 17.783 2.385 -12.224  0.1166
H 18.525 4.558 -11.649  0.2657
H 18.542 5.305 -13.283  0.3056
H 19.994 5.361 -12.296  0.3139
C 16.414 -5.112 -9.622  -0.9495
S 17.274 -6.430 -8.776  0.4854
O 18.516 -6.681 -9.544  -0.6299
C 16.140 -7.764 -9.237  -0.8574
H 17.047 -4.224 -9.577  0.2969
H 15.553 -4.876 -8.993  0.3450
H 16.237 -5.362 -10.664  0.3829
H 15.322 -7.449 -9.885  0.2822
H 15.714 -8.233 -8.352  0.3160
H 16.750 -8.476 -9.791  0.3123
C 13.961 4.591 -7.535  -1.0558
S 14.696 4.357 -9.163  0.6254
O 13.801 3.442 -9.906  -0.6458
C 14.332 5.993 -9.812  -0.9690
H 12.880 4.505 -7.626  0.3234
H 14.282 5.540 -7.109  0.3705
H 14.323 3.760 -6.930  0.3416
H 14.157 5.904 -10.879  0.3414
H 15.167 6.662 -9.589  0.3442
H 13.480 6.422 -9.285  0.3126

* 2S+1: 1
* energy above the lowest of the compared OMol25 structures with the same formula, charge and spin: 57.4 kJ/mol

The following is a DFT calculation (ωB97M-V with the def2-TZVPD basis set) of a cluster of 4 separate species, C8H24O8 in total at a distorted geometry.

Last column: Mulliken charge in e.
Positions of all 40 atoms, in Å:
O 4.346 -0.846 3.048  -0.5464
C 3.350 -0.192 2.184  -0.4176
C 4.134 0.935 1.534  -0.2898
O 3.302 1.348 0.554  -0.4303
H 4.158 -1.917 2.812  0.3508
H 2.897 -0.845 1.493  0.3038
H 2.283 0.080 2.644  0.2162
H 5.060 0.448 1.126  0.2878
H 4.182 1.662 2.154  0.3356
H 3.608 1.630 -0.196  0.1997
O -4.232 3.053 0.932  -0.5333
C -2.784 3.025 0.915  -0.0776
C -2.350 3.692 -0.377  -0.3566
O -0.910 3.619 -0.394  -0.5055
H -4.539 3.979 0.897  0.3190
H -2.293 3.743 1.816  0.1834
H -2.435 1.932 0.954  0.1364
H -2.769 4.775 -0.413  0.3353
H -2.614 3.050 -1.180  0.2243
H -0.636 2.631 -0.503  0.1270
O 0.283 -0.551 -2.345  -0.4931
C 0.381 0.632 -1.427  -0.5667
C 0.165 0.368 0.027  0.0137
O 0.537 1.491 0.772  -0.5758
H 0.146 -0.249 -3.212  0.2705
H 1.316 1.052 -1.705  0.3375
H -0.225 1.417 -1.666  0.5716
H 0.562 -0.529 0.611  0.1127
H -0.964 0.113 0.237  0.0421
H 1.643 1.466 0.573  0.4481
O -1.413 -4.187 0.559  -0.5049
C -1.239 -3.449 -0.616  -0.0130
C -1.389 -4.337 -1.905  -0.5795
O -2.688 -5.038 -1.732  -0.5168
H -1.834 -4.984 0.318  0.3415
H -1.793 -2.544 -0.628  0.1428
H -0.199 -2.987 -0.536  0.0760
H -0.476 -4.947 -2.023  0.2555
H -1.514 -3.722 -2.698  0.4490
H -3.060 -4.818 -2.603  0.3268

* SMILES: OCCO.OCCO.OCCO.OCCO
* 2S+1: 1
* energy above the lowest of the compared OMol25 structures with the same formula, charge and spin: 539.8 kJ/mol

The following is a DFT calculation (ωB97M-V with the def2-TZVPD basis set) of a cluster of 3 separate species, C8H25B2O4 in total.

Last column: Mulliken charge in e.
Positions of all 39 atoms, in Å:
B 1.041 -4.658 -0.175  0.5655
B 1.531 -4.974 1.416  -0.0203
O 1.799 -4.004 2.418  -0.5818
O 1.803 -6.298 1.888  -0.6279
H 1.075 -5.702 -0.825  -0.2176
H 1.870 -3.873 -0.641  -0.2440
H -0.085 -4.157 -0.237  -0.3038
H 0.961 -3.601 2.655  0.2412
H 0.972 -6.775 1.826  0.2491
C -1.850 -1.020 3.712  -1.0541
C -0.661 -0.535 2.898  -0.3661
O -0.495 -1.199 1.669  -0.3765
C -1.562 -1.113 0.750  -0.3803
C -1.894 0.309 0.329  -1.0765
H -1.771 -2.091 3.897  0.2603
H -1.885 -0.502 4.672  0.3999
H -2.798 -0.838 3.203  0.2695
H 0.259 -0.730 3.449  0.3844
H -0.716 0.552 2.749  0.2755
H -2.452 -1.618 1.144  0.2939
H -1.234 -1.690 -0.112  0.3516
H -2.229 0.921 1.170  0.2916
H -2.687 0.308 -0.419  0.4586
H -1.013 0.788 -0.100  0.1769
C 0.793 3.381 -0.633  -1.0528
C 1.176 2.468 -1.785  -0.4479
O 0.224 2.441 -2.834  -0.3983
C -0.035 3.674 -3.469  -0.3357
C 1.182 4.305 -4.124  -1.0226
H -0.174 3.087 -0.225  0.2743
H 1.539 3.320 0.159  0.3926
H 0.720 4.426 -0.942  0.3264
H 1.242 1.443 -1.425  0.3938
H 2.167 2.729 -2.174  0.3449
H -0.503 4.377 -2.769  0.2960
H -0.780 3.448 -4.231  0.3237
H 1.954 4.560 -3.397  0.2625
H 0.896 5.223 -4.639  0.3828
H 1.621 3.621 -4.850  0.2912

* 2S+1: 1
* net charge: -1
* DFT total energy: -18245.1384 eV

The following is a DFT calculation (ωB97M-V with the def2-TZVPD basis set) of a structure of composition C8H25N2O5Pb at a distorted geometry.

Last column: Mulliken charge in e.
Positions of all 41 atoms, in Å:
Pb -0.311 0.988 1.760  1.1056
O -2.981 1.960 4.368  -0.8165
H -3.904 1.711 4.571  0.1260
O -1.034 4.651 1.487  -0.8709
H -0.961 5.307 0.768  0.1300
O 1.063 0.313 5.181  -0.8674
H 1.925 -0.088 5.407  0.1234
C -4.754 -2.076 -1.430  -1.4350
C -3.399 -1.384 -1.261  0.3088
C -3.152 -0.040 -2.076  -0.8852
O -1.921 0.594 -1.687  -0.1289
C -1.396 1.452 -2.687  -0.8224
N -3.216 -1.035 0.174  -0.5185
H -4.846 -3.073 -0.999  0.3968
H -4.834 -2.160 -2.514  0.3408
H -5.658 -1.530 -1.164  0.3763
H -2.695 -2.159 -1.560  0.2253
H -3.945 0.666 -1.829  0.3913
H -3.248 -0.210 -3.149  0.3876
H -0.403 1.780 -2.380  0.2073
H -2.121 2.262 -2.601  0.3725
H -1.335 1.111 -3.721  0.3030
H -3.452 -1.874 0.683  0.2543
H -4.048 -0.485 0.331  0.2554
C 3.525 -1.704 -1.036  -1.4832
C 3.421 -1.488 0.500  0.1759
C 4.094 -0.188 0.856  -0.6496
O 3.276 0.987 0.549  -0.2291
C 4.070 2.200 0.307  -0.8066
N 2.066 -1.582 0.987  -0.4330
H 2.913 -0.968 -1.558  0.3367
H 3.098 -2.658 -1.347  0.3703
H 4.508 -1.537 -1.475  0.3595
H 3.909 -2.323 1.003  0.3768
H 5.005 -0.059 0.271  0.3583
H 4.248 -0.297 1.930  0.2984
H 4.793 2.143 -0.506  0.3053
H 4.646 2.373 1.216  0.3285
H 3.187 2.825 0.170  0.2415
H 1.507 -2.346 0.636  0.2222
H 2.361 -2.062 1.825  0.2683

* 2S+1: 1
* energy above the lowest of the compared OMol25 structures with the same formula, charge and spin: 827.8 kJ/mol
* net charge: -1

The following is a DFT calculation (ωB97M-V with the def2-TZVPD basis set) of a structure of composition C8H26N4O5Pm at a distorted geometry.

Last column: Mulliken spin population.
Positions of all 44 atoms, in Å:
O -1.794 -2.646 0.725  -0.0067
H -2.257 -2.422 1.598  0.0002
Pm -0.712 -0.646 -0.361  4.0208
N -1.416 1.383 -1.564  0.0003
N -0.146 1.689 0.533  -0.0037
O -2.215 1.075 -2.670  0.0013
O 0.746 1.835 1.666  -0.0003
C -1.375 2.666 -1.197  -0.0024
C -0.659 2.824 0.021  0.0048
C -1.966 3.784 -1.971  -0.0002
C -0.468 4.167 0.613  -0.0003
H -2.549 3.390 -2.801  0.0000
H -1.180 4.431 -2.375  -0.0001
H -2.613 4.406 -1.345  -0.0001
H 0.308 4.168 1.391  0.0001
H -1.411 4.539 1.052  0.0005
H -0.179 4.887 -0.170  0.0002
H -2.303 0.055 -2.511  -0.0002
H 0.153 1.886 2.445  0.0000
O 1.570 0.252 -1.336  0.0006
H 1.602 0.639 -2.230  0.0002
H 1.727 1.014 -0.731  0.0007
C -2.506 -0.706 2.111  -0.0164
H -3.485 -1.114 2.418  0.0008
H -2.553 0.343 1.722  -0.0004
H -1.667 -0.889 2.806  -0.0017
O -2.202 -1.303 -1.716  0.0021
H -2.491 -2.656 0.029  0.0014
H -2.842 -1.806 -2.239  -0.0021
N 1.253 -1.454 1.265  0.0014
C 2.440 -2.213 0.717  0.0004
C 2.120 -3.636 0.259  -0.0007
C 0.851 -3.863 -0.563  0.0011
N 0.509 -2.703 -1.452  -0.0026
H 0.709 -2.015 1.931  0.0006
H 1.584 -0.628 1.780  0.0001
H 2.836 -1.606 -0.111  -0.0001
H 3.219 -2.244 1.495  -0.0001
H 2.981 -4.006 -0.316  0.0000
H 2.078 -4.301 1.135  0.0000
H 0.955 -4.778 -1.173  -0.0001
H -0.001 -4.033 0.107  0.0000
H -0.241 -2.984 -2.095  0.0001
H 1.328 -2.426 -2.004  0.0005

* 2S+1: 5
* net charge: +1
* DFT total energy: -41462.3446 eV

The following is a DFT calculation (ωB97M-V with the def2-TZVPD basis set) of a structure of composition C8H26N6O5 at a distorted geometry.

Last column: Mulliken charge in e.
Positions of all 45 atoms, in Å:
C 3.268 -22.676 4.653  0.3179
O 3.099 -23.554 3.865  -0.4584
N 4.397 -22.409 5.276  -0.2893
N 2.235 -21.877 5.034  -0.4940
H 4.414 -21.692 5.987  0.2829
H 5.165 -23.037 5.084  0.2220
H 2.338 -21.181 5.759  0.3447
H 1.260 -22.074 4.859  -0.0017
C 0.227 -23.227 3.366  0.2228
O 0.192 -22.038 3.643  -0.7771
N -0.756 -24.029 3.300  -0.3992
N 1.382 -23.848 3.271  -0.5557
H -1.607 -23.495 3.408  0.2906
H -0.616 -24.856 2.738  0.2086
H 2.152 -23.319 3.655  0.6630
H 1.405 -24.743 2.805  0.0250
C 6.251 -24.796 5.530  0.4553
O 6.878 -25.110 6.539  -0.7841
N 4.988 -24.891 5.441  -0.2013
N 6.702 -24.329 4.413  -0.2400
H 4.442 -25.402 6.120  0.1622
H 4.547 -24.763 4.541  0.0042
H 6.164 -24.045 3.607  0.3745
H 7.711 -24.275 4.410  0.1600
C 3.906 -21.024 8.771  -1.0577
C 2.813 -21.449 7.857  -0.3298
O 3.111 -20.994 6.538  -0.5799
H 3.844 -21.885 9.437  0.2898
H 3.562 -20.109 9.253  0.3635
H 4.919 -20.961 8.373  0.3433
H 1.898 -20.988 8.230  0.3884
H 2.539 -22.502 7.914  0.3180
H 3.392 -20.083 6.650  0.3660
C 5.033 -26.301 2.188  -1.4289
C 4.658 -24.809 1.949  0.5179
C 3.259 -24.632 1.507  -1.9394
O 4.670 -24.154 3.246  -0.8675
H 6.068 -26.599 2.025  0.3505
H 4.325 -26.902 1.617  0.3844
H 4.879 -26.621 3.218  0.2787
H 5.338 -24.368 1.220  0.4972
H 3.081 -24.679 0.433  0.4513
H 2.899 -23.670 1.872  0.5264
H 2.515 -25.313 1.922  0.4009
H 3.748 -24.056 3.497  1.1941

* 2S+1: 1
* energy above the lowest of the compared OMol25 structures with the same formula, charge and spin: 1770.6 kJ/mol

The following is a DFT calculation (ωB97M-V with the def2-TZVPD basis set) of a structure of composition C8H27AsF6O5 at a distorted geometry.

Last column: Mulliken charge in e.
Positions of all 47 atoms, in Å:
O -0.042 0.228 -0.253  -0.1038
H 0.322 -0.699 -0.086  0.5329
H 0.492 0.719 -0.925  0.4231
H -0.113 0.710 0.615  0.2961
As 1.088 -2.279 -3.189  2.0395
F 0.555 -0.649 -3.501  -0.4676
F 2.619 -1.588 -2.695  -0.4942
F 1.689 -3.867 -2.833  -0.4914
F -0.448 -2.921 -3.709  -0.4848
F 1.662 -2.421 -4.838  -0.5059
F 0.424 -2.132 -1.545  -0.6373
C 3.605 1.695 0.419  -0.9483
C 3.032 2.520 -0.694  -0.2681
O 1.664 2.225 -0.962  -0.4256
H 3.205 1.929 1.407  0.1871
H 4.685 1.824 0.388  0.3720
H 3.349 0.641 0.270  0.2353
H 3.643 2.433 -1.596  0.3523
H 3.063 3.576 -0.396  0.2824
H 1.299 2.802 -1.638  0.2079
C 0.755 -3.054 3.294  -1.2667
C 0.524 -1.756 2.541  0.0856
O 0.305 -2.028 1.150  -0.4741
H 1.263 -3.761 2.644  0.3247
H -0.164 -3.465 3.718  0.3461
H 1.307 -2.806 4.206  0.3765
H 1.387 -1.093 2.578  0.2296
H -0.334 -1.245 2.991  0.0882
H -0.334 -2.745 1.074  0.1907
C -2.471 1.723 1.960  -0.9847
C -1.243 1.776 2.847  -0.2981
O -0.048 1.684 2.048  -0.4768
H -2.461 2.484 1.179  0.3425
H -3.397 1.577 2.507  0.3826
H -2.406 0.839 1.305  0.1152
H -1.313 1.038 3.650  0.3080
H -1.209 2.763 3.323  0.3905
H 0.628 2.017 2.648  0.2355
C -3.249 -0.719 -2.163  -0.8247
C -3.107 0.778 -1.986  0.1471
O -1.807 1.198 -2.421  -0.4932
H -2.333 -1.236 -1.856  0.0628
H -3.340 -1.111 -3.179  0.3517
H -4.033 -1.195 -1.568  0.3513
H -3.075 1.068 -0.934  -0.2113
H -3.896 1.401 -2.414  0.3257
H -1.744 1.122 -3.379  0.2734

* 2S+1: 1
* energy above the lowest of the compared OMol25 structures with the same formula, charge and spin: 153.8 kJ/mol

Question: Look up the 2S+1 of the third one.
Answer: 1